(1)
This record from the Open Molecules 2025 dataset describes a structure of composition C21H15BrIrN3O4Se in a non-equilibrium geometry. The level of theory is ωB97M-V/def2-TZVPD.

Geometry (Å):
Ir  0.0119  0.5578  0.1209
C  -3.2489  2.2749  -1.2644
C  -2.2199  1.5995  -2.0937
N  -1.0720  1.0734  -1.6902
C  -0.4690  0.5214  -2.7895
C  -1.2334  0.7382  -3.8908
N  -2.3258  1.4169  -3.4259
C  -1.1504  0.3650  -5.3323
O  -0.0645  -0.2711  -5.7241
O  -2.0626  0.6603  -6.0550
C  0.7763  -0.2106  -2.5557
O  1.4347  -0.7305  -3.4210
O  1.0977  -0.2702  -1.2619
H  -4.2469  1.9885  -1.5942
H  -3.1251  1.9993  -0.2200
H  -3.1600  3.3589  -1.3434
H  -3.0799  1.7108  -4.0338
H  0.5572  -0.4669  -4.9863
Br  -1.4437  -1.1371  1.1193
C  -0.5178  -1.3023  2.7805
C  -0.8605  -2.2682  3.6799
C  -0.1201  -2.3376  4.8734
C  0.8976  -1.4522  5.1099
C  1.2426  -0.4631  4.1617
C  2.3004  0.4518  4.3729
C  2.6576  1.3500  3.4028
C  1.9633  1.3888  2.1865
C  0.8790  0.5589  1.9266
C  0.5261  -0.3880  2.9429
H  -1.6705  -2.9594  3.4910
H  -0.3567  -3.1072  5.5943
H  1.4625  -1.5081  6.0316
H  2.8326  0.4242  5.3158
H  3.4801  2.0335  3.5670
H  2.3094  2.0667  1.4235
Se  -0.2930  3.0655  0.3691
C  0.6686  3.9460  1.7644
C  0.1313  4.0469  3.0390
C  0.8597  4.7309  4.0026
N  2.0388  5.2980  3.7668
C  2.5371  5.2019  2.5378
C  1.8993  4.5315  1.5025
H  -0.8286  3.6095  3.2782
H  0.4716  4.8324  5.0096
H  3.4957  5.6790  2.3690
H  2.3499  4.4760  0.5200

Atoms 1-6, force components in eV/Å:
-0.149 3.067 0.685
-0.017 0.005 -0.013
0.036 0.014 -0.022
-0.463 -0.677 -0.115
0.128 0.126 0.017
-0.014 -0.054 0.023

Results
- energy relative to the best compared isomer or geometry (same formula, charge and spin) (kJ/mol) = 170.8
- total energy (Eh) = -6354.0328
- net charge = +1
- spin multiplicity = 2
- HOMO-LUMO gap (alpha / beta) (Eh) = 0.2113 / 0.2083


(2)
This record from the Open Molecules 2025 dataset describes a structure of composition C21H15Cl2FeIN2O4 in a non-equilibrium geometry. The level of theory is ωB97M-V/def2-TZVPD.

Geometry (Å):
Fe  -0.8585  0.3569  0.9852
C  -1.5211  0.4133  -3.5243
C  -0.0617  0.3826  -3.2170
N  0.7855  0.1271  -4.1726
C  2.0920  0.0614  -3.9126
C  2.6232  0.2626  -2.6581
C  4.1057  0.1049  -2.4302
O  4.4158  -0.8082  -1.3966
C  1.7412  0.5202  -1.5833
C  2.2792  0.7151  -0.2730
N  1.7082  0.4349  0.8507
C  2.4893  0.4965  1.9997
C  3.8582  0.1816  1.9575
C  4.6431  0.2066  3.0909
C  4.0892  0.5283  4.3194
C  2.7352  0.7946  4.4006
C  1.9549  0.7681  3.2591
I  -0.1393  1.1664  3.5001
C  0.3417  0.6102  -1.8492
O  -0.5143  0.9277  -0.9664
H  -1.6860  0.2453  -4.5834
H  -1.9437  1.3715  -3.2283
H  -2.0258  -0.3542  -2.9389
H  2.7237  -0.1700  -4.7600
H  4.5515  1.0575  -2.1263
H  4.5876  -0.2038  -3.3667
H  4.0833  -1.6765  -1.6501
H  3.2844  1.1414  -0.2582
H  4.2857  -0.1103  1.0095
H  5.6929  -0.0299  3.0131
H  4.6917  0.5435  5.2127
H  2.2731  1.0143  5.3500
Cl  -8.1061  -1.3617  0.2920
C  -6.3959  -1.2603  0.5070
C  -5.6632  -2.4482  0.6404
C  -4.3053  -2.3983  0.7982
Cl  -3.4057  -3.8609  0.9507
C  -3.5709  -1.1653  0.8401
O  -2.3076  -1.1635  0.9540
C  -4.3700  0.0295  0.7412
C  -3.7872  1.3314  0.8346
O  -2.6163  1.6279  1.0822
C  -5.7641  -0.0477  0.5523
H  -6.1743  -3.3978  0.6139
H  -4.4956  2.1629  0.6791
H  -6.3245  0.8705  0.4594

Atoms 1-6, force components in eV/Å:
-0.609 -0.258 -1.602
0.013 0.048 0.085
-0.178 0.172 0.496
-0.363 -0.066 -0.406
0.596 0.061 0.423
0.027 -0.175 -0.258

Results
- energy relative to the best compared isomer or geometry (same formula, charge and spin) (kJ/mol) = 70.0
- total energy (Eh) = -3701.5448
- net charge = 0
- spin multiplicity = 5
- HOMO-LUMO gap (alpha / beta) (Eh) = 0.2711 / 0.2715


(3)
This record from the Open Molecules 2025 dataset describes a cluster of 13 separate species, C21H15Cl48N2O3 in total. The level of theory is ωB97M-V/def2-TZVPD.

Geometry (Å):
O  -2.7570  2.2779  -3.8950
C  -1.8845  3.0597  -3.6469
O  -2.1206  4.1079  -2.8159
C  -0.4869  2.9408  -4.2198
C  0.0912  1.5429  -3.9822
C  -0.0846  1.0514  -2.5841
C  0.2328  1.6820  -1.4219
N  -0.0758  0.8217  -0.3875
C  0.1245  1.0444  1.0590
C  0.4935  2.4734  1.4146
C  1.9443  2.8208  1.1213
O  2.0890  4.2366  1.2450
C  -0.5683  -0.2888  -0.9002
N  -0.5838  -0.1766  -2.2267
H  -1.3000  4.4244  -2.4209
H  -0.5793  3.0789  -5.2981
H  0.1647  3.7378  -3.8578
H  1.1717  1.5984  -4.1497
H  -0.2838  0.8242  -4.7053
H  0.6592  2.6579  -1.2827
H  -0.7554  0.7027  1.6014
H  0.9494  0.3928  1.3627
H  -0.2073  3.1958  0.9909
H  0.3565  2.5434  2.4962
H  2.2469  2.5416  0.1063
H  2.6208  2.3075  1.8065
H  2.7767  4.5194  0.6356
H  -0.9070  -1.1641  -0.3714
H  -0.8917  -0.9074  -2.8691
C  2.3790  2.4163  5.5480
Cl  2.3961  3.3815  4.0724
Cl  1.2185  1.0943  5.3101
Cl  3.9788  1.7370  5.8423
Cl  1.8854  3.4076  6.9123
C  -3.3571  5.6750  -6.9679
Cl  -2.0580  6.7566  -7.4788
Cl  -4.8473  6.5835  -6.7564
Cl  -3.5847  4.4133  -8.1843
Cl  -2.9252  4.9280  -5.4193
C  -2.2684  -4.0825  -4.6021
Cl  -1.8128  -2.6977  -3.5258
Cl  -0.9689  -5.2630  -4.5799
Cl  -3.7480  -4.7884  -3.9777
Cl  -2.5168  -3.4880  -6.2322
C  -6.6423  7.3222  -2.9460
Cl  -6.2806  8.7797  -2.0202
Cl  -5.2349  6.2513  -2.9378
Cl  -8.0190  6.4888  -2.2245
Cl  -7.0296  7.7644  -4.6123
C  -1.9857  -2.1752  4.7432
Cl  -0.4938  -1.2181  4.6398
Cl  -3.3425  -1.0992  5.0700
Cl  -2.2446  -3.0065  3.2035
Cl  -1.8280  -3.3544  6.0363
C  2.3913  -0.2557  9.5621
Cl  1.6757  -1.3329  10.7623
Cl  4.0419  -0.7668  9.2138
Cl  1.4461  -0.3361  8.0622
Cl  2.3941  1.3952  10.1788
C  4.3413  -4.4952  7.3294
Cl  3.2450  -3.1446  7.0203
Cl  5.8038  -3.8930  8.1189
Cl  3.5511  -5.6722  8.3762
Cl  4.7767  -5.2661  5.8000
C  3.2273  -1.2414  -4.7029
Cl  3.7190  0.0228  -3.5619
Cl  4.4560  -2.4939  -4.7557
Cl  1.6958  -1.9571  -4.1387
Cl  3.0069  -0.5492  -6.3073
C  4.3022  -9.5251  9.5487
Cl  5.8305  -8.6417  9.5261
Cl  2.9920  -8.4137  9.9704
Cl  3.9936  -10.2104  7.9513
Cl  4.3811  -10.8178  10.7438
C  5.8786  1.0482  1.2708
Cl  7.6158  1.2924  1.1482
Cl  5.2978  1.6563  2.8233
Cl  5.0733  1.9251  -0.0506
Cl  5.5034  -0.6705  1.1355
C  -8.0433  -6.0499  -3.3801
Cl  -7.9930  -7.4536  -4.4438
Cl  -9.0096  -6.4148  -1.9538
Cl  -6.3896  -5.6419  -2.8741
Cl  -8.7397  -4.6761  -4.2382
C  -0.7120  -0.2571  -7.9739
Cl  0.7049  0.3290  -8.8469
Cl  -1.6569  1.1157  -7.3853
Cl  -1.7059  -1.2346  -9.0518
Cl  -0.2001  -1.2473  -6.5944

Atoms 1-6, force components in eV/Å:
0.192 0.081 0.062
-0.006 -0.411 0.293
-0.059 -0.377 0.244
-0.189 -0.060 -0.077
0.601 -0.008 0.086
0.057 0.247 -0.134

Results
- total energy (Eh) = -23233.2868
- net charge = +1
- spin multiplicity = 1
- HOMO-LUMO gap (Eh) = 0.3645


(4)
This record from the Open Molecules 2025 dataset describes a structure of composition C21H15Cl7N4O9PRuS in a non-equilibrium geometry. The level of theory is ωB97M-V/def2-TZVPD.

Geometry (Å):
Ru  -0.3625  -0.5974  -0.3374
O  3.4014  0.6509  0.8262
C  2.2878  0.8030  0.3403
O  1.6127  -0.2509  -0.0609
C  1.6472  2.1326  0.1489
C  2.5284  3.2554  0.1174
C  2.0378  4.5205  -0.1589
C  0.6919  4.7154  -0.4289
C  -0.1753  3.5883  -0.3473
C  0.2583  2.3016  -0.0333
O  -0.5979  1.3076  -0.0955
N  -1.6244  3.8862  -0.3824
O  -1.9951  4.6082  -1.2697
O  -2.3592  3.3591  0.4193
N  2.9994  5.6441  -0.2857
O  2.5459  6.7579  -0.4540
O  4.1592  5.3468  -0.2117
H  3.5797  3.1301  0.2064
H  0.2006  5.6489  -0.6742
Cl  -0.9373  0.6202  -3.1160
C  -2.4801  1.2335  -2.6306
C  -3.0952  2.0782  -3.5630
C  -4.4117  2.5468  -3.3282
C  -5.0318  2.2310  -2.1234
C  -4.3501  1.4090  -1.2058
Cl  -5.1787  1.0390  0.2833
C  -3.1344  0.7594  -1.4682
S  -2.6496  -0.6055  -0.5682
H  -2.5262  2.3984  -4.3840
H  -4.9724  3.1590  -4.0415
H  -6.0448  2.6101  -1.9001
N  -1.2215  -2.2527  4.0846
C  0.2168  -2.6438  3.9070
P  0.9948  -1.4442  2.7281
O  1.7529  -0.4666  3.5249
O  -0.1999  -1.0126  1.9023
C  2.2768  -2.4184  1.7725
N  3.5938  -1.7963  1.7780
H  -1.3711  -1.6522  4.8786
H  -1.8363  -3.0451  4.2849
H  -1.6065  -1.7538  3.1539
H  0.2268  -3.6913  3.5581
H  0.6752  -2.5746  4.9256
H  1.9623  -2.5000  0.6829
H  2.3145  -3.4222  2.2530
H  3.5819  -0.7855  1.1939
H  4.2959  -2.4535  1.3629
H  3.8873  -1.5098  2.7256
Cl  1.4591  -1.2626  -2.8620
C  0.8599  -2.7149  -2.1311
C  -0.0795  -2.5124  -1.0596
C  -0.4762  -3.6769  -0.4376
Cl  -1.6575  -3.5875  0.8057
C  -0.1664  -4.9629  -0.9205
Cl  -0.8414  -6.3680  -0.1710
C  0.6588  -5.0897  -2.0510
Cl  1.1160  -6.6874  -2.5771
C  1.2367  -3.9514  -2.6410
Cl  2.3235  -4.0512  -3.9447

Atoms 1-6, force components in eV/Å:
-0.492 0.040 0.142
0.765 -0.038 0.196
-1.741 -0.744 -0.614
0.561 0.499 0.225
1.512 1.158 0.231
-1.676 -0.700 -0.301

Results
- energy relative to the best compared isomer or geometry (same formula, charge and spin) (kJ/mol) = 66.3
- total energy (Eh) = -5760.8314
- net charge = +1
- spin multiplicity = 5
- HOMO-LUMO gap (alpha / beta) (Eh) = 0.3083 / 0.2190